(1)
A molecular structure, C50H64BrN4O4SSe3Ti, computed with the ωB97M-V functional and the def2-TZVPD basis.

E_LUMO: 1.918 eV
Calculated total energy: -367078.7286 eV
Charge: -1

Last column: Löwdin charge in e.
Geometry (Å):
N: -3.861 -0.609 -4.849  -0.2282
O: -2.934 -1.627 -1.069  0.0691
C: 3.245 4.768 3.135  -0.0537
C: 5.960 -1.012 2.404  -0.0519
H: -3.764 3.431 3.935  0.0749
H: 4.124 4.796 0.546  0.0803
C: -1.095 -4.163 -2.868  -0.0015
H: -2.753 -0.451 -6.615  0.0617
H: 6.010 1.204 -3.842  0.0735
H: -3.656 1.678 -1.190  0.0866
H: -4.249 -6.233 -2.014  0.0965
C: -1.218 -5.463 -3.337  -0.1100
C: 2.681 2.523 1.156  -0.0596
H: -5.191 4.794 1.538  0.0819
H: -2.885 -3.107 2.900  0.0846
C: 2.685 0.095 1.162  -0.3199
C: -3.190 -0.782 4.093  -0.0492
C: 2.178 1.322 0.720  -0.3705
H: -4.131 -1.577 -6.656  0.0831
O: 2.153 -1.017 0.631  -0.2773
Br: -2.519 -7.975 -3.638  0.7060
Se: 0.797 1.266 -0.609  1.2356
C: 3.710 2.536 2.096  -0.1759
C: -3.256 4.236 3.403  -0.0478
C: -3.211 3.972 1.892  -0.5568
H: -1.513 5.305 1.580  0.0865
H: -4.634 3.685 0.273  0.0800
H: -2.246 4.319 3.808  0.0908
H: 5.415 5.476 1.543  0.0791
N: 1.243 -3.443 -0.315  -0.0812
C: -3.049 0.184 -4.067  -0.7957
C: -1.326 2.596 0.827  -0.0562
H: 4.687 -3.288 2.261  0.0838
H: 2.294 3.444 0.738  0.1113
C: -3.048 -0.996 2.578  -0.5193
H: -0.439 -5.906 -3.942  0.1025
C: 4.182 1.312 2.543  0.0072
H: 5.608 3.884 0.761  0.0672
H: 4.645 1.470 -5.897  0.0925
H: -5.054 -0.247 2.120  0.0752
H: 4.436 -0.481 4.665  0.0763
C: 1.603 -5.673 0.387  -0.0657
H: -5.091 2.406 -3.274  0.0910
H: 2.831 4.310 4.036  0.0856
C: -4.845 -1.461 -4.191  -0.0657
C: -2.979 1.508 -2.029  -0.0934
H: 5.845 4.675 3.808  0.0800
H: -2.619 -2.021 -5.819  0.0807
H: 4.230 -2.396 0.797  0.0932
H: 6.475 -1.919 2.732  0.0804
Ti: 0.692 -1.413 -0.392  0.8570
C: 2.259 1.461 -3.527  -0.2348
H: -2.498 5.048 0.133  0.0852
C: -2.533 5.165 1.218  -0.0665
C: 4.059 -2.480 1.871  -0.0532
H: -5.470 0.958 -4.221  0.0805
C: -2.352 -6.188 -3.014  -0.6896
H: -3.789 5.167 3.611  0.0811
H: 3.669 5.740 3.404  0.0791
H: 3.060 -1.506 4.244  0.0858
S: -1.411 0.329 -4.309  0.7201
C: -0.714 1.379 0.600  -0.3642
H: -1.310 -2.307 2.781  0.0859
H: -3.702 -1.637 4.541  0.0810
C: 3.729 0.073 2.084  -0.1072
H: -5.192 3.049 1.823  0.0762
C: 4.324 1.204 -2.514  -0.8132
H: -5.813 -1.409 -4.699  0.0871
H: -3.765 0.113 4.333  0.0707
C: 2.517 -5.829 -0.666  -0.0630
C: 4.906 4.550 1.266  -0.0476
C: -5.076 1.311 -3.271  -0.0620
H: -5.728 0.964 -2.464  0.0912
C: -2.107 -3.601 -2.098  -0.1211
C: -1.206 0.195 1.159  -0.2846
H: 1.182 1.525 -3.389  0.0338
N: -3.717 0.844 -3.083  -0.2170
C: 0.992 -4.454 0.528  -0.1089
C: 4.444 -1.186 2.596  -0.5212
C: 2.779 -4.791 -1.522  -0.0896
C: 4.170 1.425 -4.923  -0.1083
H: 6.185 -0.839 1.351  0.0536
C: -3.243 -4.341 -1.797  -0.0171
H: 4.993 1.307 3.258  0.0920
H: 3.017 -2.751 2.037  0.0726
H: -4.962 -1.995 2.370  0.0835
Se: 2.329 -2.037 -2.407  0.7916
H: -2.176 0.860 -1.694  0.0425
H: -3.841 1.513 2.757  0.1003
H: 2.423 4.942 2.440  0.0717
C: -4.644 3.866 1.350  -0.0470
H: -2.208 -0.687 4.562  0.0917
C: -2.321 -2.330 2.376  -0.0546
C: 4.932 1.275 -3.790  -0.1571
H: -4.501 -2.501 -4.208  0.0876
C: 4.322 3.870 2.514  -0.5548
H: -4.347 -1.278 0.865  0.0714
C: 2.115 -3.562 -1.342  -0.7191
H: -2.554 2.462 -2.362  0.0952
H: -4.021 -3.878 -1.203  0.1196
H: -0.910 3.479 0.360  0.1000
N: 2.984 1.309 -2.415  -0.0531
H: 6.271 3.108 3.117  0.0881
H: 5.098 3.206 4.444  0.0833
H: -2.268 -2.599 1.322  0.0711
C: -2.354 0.224 1.958  -0.0720
C: -2.467 2.665 1.619  -0.1717
H: 3.488 -4.883 -2.333  0.1048
H: -0.219 -3.570 -3.108  0.0951
H: 0.282 -4.250 1.321  0.1208
H: 1.384 -6.478 1.072  0.0993
O: -0.532 -0.935 0.877  -0.2150
C: -1.983 -2.195 -1.574  -0.5469
H: 4.661 -2.227 4.487  0.0798
H: 6.360 -0.177 2.980  0.0730
C: -4.441 -1.133 1.942  -0.0383
Se: 5.393 1.009 -0.977  0.4936
C: -3.373 -5.645 -2.249  -0.1257
H: -4.964 -1.169 -3.151  0.0781
H: -3.095 6.076 1.437  0.0830
H: 2.131 1.629 -5.659  0.0870
C: -2.941 1.474 2.154  0.0106
O: -0.764 -1.741 -1.615  -0.2172
C: 2.782 1.521 -4.802  -0.1012
H: 3.023 -6.778 -0.802  0.1066
C: 5.449 3.694 3.532  -0.0697
C: -3.305 -1.198 -6.051  -0.1199
C: 4.131 -1.357 4.089  -0.0472


(2)
A molecular structure, C50H64BrN5O4P3S4Zr, computed with the ωB97M-V functional and the def2-TZVPD basis.

E_LUMO: 2.089 eV
Calculated total energy: -211067.9170 eV
Charge: -1

Last column: Löwdin charge in e.
Geometry (Å):
C: 3.268 1.700 3.669  -0.0999
H: -6.490 -0.741 -2.838  0.1057
C: -2.159 -3.796 -1.677  -0.2113
H: -2.924 3.434 -3.997  0.1043
C: -3.878 -7.859 -1.269  -0.0804
H: 0.794 -7.384 1.148  0.0849
C: -0.916 -4.519 -1.499  -0.5798
C: -3.853 2.343 2.143  -0.3823
H: 4.284 -2.930 -2.894  0.0999
H: 0.408 4.153 4.775  0.0624
C: 1.696 -5.247 2.689  -0.0945
H: 2.934 -1.066 -3.725  0.0945
C: 0.495 -5.341 1.764  -0.4756
C: 3.143 -1.723 0.055  -0.1134
H: 1.709 3.230 -2.876  0.0969
H: 3.878 1.269 -3.791  0.0726
H: -3.269 -3.870 4.945  0.0608
H: -0.082 1.296 -5.840  0.0835
H: 0.902 4.813 1.136  0.0864
C: -2.350 -9.024 -2.702  -0.0942
H: -4.531 -4.768 4.078  0.0816
C: 0.472 3.404 2.719  -0.5561
H: 2.065 -4.225 2.773  0.0409
H: -4.304 -9.753 -2.188  0.0958
H: -3.058 -4.902 1.340  0.0608
C: -0.698 -5.833 -1.617  -0.1316
S: -2.516 -0.021 1.975  0.6376
H: -1.007 -0.683 -3.347  0.0515
Zr: -0.409 0.042 0.512  1.1767
H: -4.139 -2.593 3.002  0.1351
H: -0.886 -6.837 1.044  0.0624
H: 0.406 -1.696 -3.612  0.0354
H: -1.984 1.866 -2.309  0.0748
S: 0.539 -1.832 2.223  0.3181
H: 1.643 0.192 -4.596  0.0780
H: 5.340 2.025 4.125  0.0949
H: -4.779 -4.487 1.545  0.0879
C: 3.276 2.173 -3.914  -0.1184
C: -3.514 -4.375 4.013  -0.0799
H: 6.080 1.239 1.872  0.1005
H: 1.678 0.941 5.861  0.0791
O: -5.593 -0.801 -2.495  0.0395
C: -3.029 -0.346 -1.280  -0.4043
H: -0.594 3.608 2.595  0.0615
H: 2.266 3.759 1.552  0.0801
H: 1.338 2.681 5.778  0.0421
C: -3.442 -3.418 2.840  -0.4328
C: -2.940 1.670 -2.777  -0.0476
C: -3.762 -4.088 1.517  -0.0425
Br: 0.567 -3.380 -1.169  0.9575
C: -3.615 0.523 -2.388  -0.0747
H: 4.464 0.438 0.267  0.1021
C: 2.310 1.256 2.755  -0.3025
H: 0.768 -4.930 0.792  0.0434
C: 3.004 -1.230 -2.658  -0.1182
H: 2.727 2.094 -4.853  0.0588
O: -0.676 -4.611 2.207  -0.3211
C: 3.764 -2.287 -2.195  -0.1074
C: -5.407 1.141 -3.893  -0.0343
H: 3.995 1.900 -1.363  0.0685
H: -6.382 0.925 -4.318  0.1086
H: 1.451 -5.604 3.688  0.0527
C: -2.790 1.641 1.601  -1.0513
C: 3.816 -2.541 -0.827  -0.1059
H: 0.008 -0.717 5.199  0.0316
C: -3.472 2.543 -3.716  -0.0884
H: -5.134 2.942 -5.017  0.0996
C: 0.988 4.276 3.861  -0.1122
C: 2.321 -0.380 -1.782  -0.3268
C: 5.030 1.236 2.142  -0.0840
C: 0.027 -6.777 1.633  -0.0416
C: -4.804 1.700 2.986  -0.2680
C: 0.888 1.693 5.827  -0.1263
H: -3.686 -3.369 0.704  0.0643
H: 0.905 5.325 3.561  0.0805
C: -1.428 -8.002 -2.544  -0.0440
H: -2.102 -9.881 -3.316  0.0976
H: -4.094 -2.147 -1.836  0.1291
H: -4.825 -7.808 -0.747  0.1021
H: 3.170 -1.918 1.119  0.0974
N: -3.174 -1.773 -1.644  0.0385
C: -1.722 -6.877 -1.769  -0.2255
H: -0.169 -7.188 2.625  0.0884
C: 1.181 3.796 1.424  -0.1571
H: 0.330 -6.180 -1.609  0.1025
N: -5.576 1.183 3.669  0.1343
O: -1.698 -0.090 -1.083  -0.4744
H: 2.492 -5.869 2.270  0.0828
C: 3.237 2.676 -1.480  -0.1190
C: -0.743 0.049 5.019  -0.1637
P: -0.699 -3.244 3.058  -0.0887
H: -1.409 -0.307 4.241  -0.0102
H: -3.603 -0.144 -0.365  0.1047
H: 3.967 3.016 -4.003  0.0773
C: -4.873 0.288 -2.939  -0.2533
H: -3.012 -4.319 -2.109  0.1260
H: -3.178 -6.013 -0.446  0.0857
C: -0.089 1.384 4.688  -0.5065
C: 0.728 0.419 -4.042  -0.5591
C: -4.705 2.272 -4.283  -0.0908
H: -2.822 -5.209 3.882  0.0689
H: -0.500 -1.080 -4.999  0.0827
N: -4.183 4.850 1.645  0.1338
H: 0.339 1.629 6.770  0.0823
N: -2.155 -2.549 -1.399  -0.0192
P: 1.198 0.965 -2.330  1.1046
C: 4.105 0.782 1.226  -0.0496
P: 0.522 1.543 2.926  1.0290
H: 2.664 2.720 -0.557  0.0365
H: 2.041 4.084 4.077  0.0665
H: -1.329 0.160 5.936  0.0856
C: 2.723 0.745 1.506  -0.3280
H: 0.914 3.133 0.601  0.0059
S: -1.641 2.380 0.552  0.6252
H: -1.012 1.666 -4.393  0.0451
O: -2.167 -2.738 2.739  -0.4049
C: -0.143 -0.836 -3.995  -0.1094
S: -0.302 -3.641 4.925  0.2696
H: -0.464 -8.062 -3.037  0.1105
N: 1.809 0.259 0.551  -0.2077
C: 2.371 2.376 -2.701  -0.5405
H: 0.509 2.507 -4.701  0.0597
H: -0.869 2.158 4.685  0.1076
C: -4.037 3.728 1.868  -0.2699
C: -0.001 1.545 -4.779  -0.1110
H: 2.949 2.073 4.627  0.0689
C: 4.622 1.683 3.391  -0.0969
C: -2.956 -6.835 -1.114  -0.0456
C: 2.421 -0.607 -0.398  -0.4088
H: 3.757 3.629 -1.610  0.0836
C: -3.584 -8.954 -2.071  -0.1023
H: 4.370 -3.393 -0.451  0.1067


(3)
A molecular structure, C50H66GaGeN7P2 in a non-equilibrium geometry, computed with the ωB97M-V functional and the def2-TZVPD basis.

E_LUMO: -11.797 eV
Calculated total energy: -190788.0099 eV
Charge: +4

Last column: Löwdin charge in e.
Geometry (Å):
P: 0.943 -1.997 -0.028  1.0990
H: 0.560 1.128 5.619  0.1143
C: -6.281 -0.603 0.946  -0.0478
C: 4.422 -1.505 2.018  -0.0501
N: -3.975 2.730 -0.461  -0.0988
C: -0.093 -3.366 -2.288  -0.1129
H: -0.375 1.849 -4.782  0.0928
C: 2.633 2.407 -2.175  -0.2888
H: 0.934 -3.589 -5.509  0.1308
N: -3.590 0.668 -1.396  0.2082
H: -1.157 0.604 7.310  0.1271
H: -6.196 1.097 2.257  0.1239
H: 3.289 3.817 -4.582  0.0630
H: -3.818 0.787 2.812  0.1123
C: 2.545 -3.990 4.544  -0.0526
C: 2.714 -2.009 0.382  -0.3936
C: 2.348 3.027 2.802  -0.2021
H: -5.735 3.741 -0.951  0.1101
H: -4.508 0.769 -1.799  0.1400
H: -0.242 2.628 -1.898  -0.0033
H: 1.215 -4.218 0.892  0.1154
C: 1.893 1.295 1.204  -0.1673
C: 1.779 -2.285 -4.025  -0.0525
H: 0.999 4.048 -3.468  0.0747
Ga: -0.608 0.124 0.226  0.3243
N: -1.645 -0.637 -1.342  0.0893
C: 1.562 0.966 -5.300  -0.2907
H: 3.743 5.372 -3.889  0.0998
H: 4.149 4.107 3.191  0.1103
H: 3.049 1.820 -1.355  0.0642
C: -0.485 0.131 4.030  -0.0988
H: -5.925 2.002 -0.891  0.0978
H: -0.831 -3.821 -1.640  0.1000
H: 0.600 4.212 3.240  0.1410
H: 3.390 -3.175 -1.312  0.1093
H: 2.790 4.576 4.229  0.0980
C: 0.165 2.659 1.860  -0.0973
C: 1.892 4.616 -3.092  -0.2604
N: -0.279 -3.492 2.160  -0.1681
C: -3.586 -0.965 1.580  -0.3674
H: 3.616 -4.141 4.499  0.1179
C: 2.335 0.310 -7.614  -0.0839
H: -3.690 -2.649 0.230  0.0979
H: 3.415 4.324 -1.572  0.1346
C: 4.987 -2.730 0.027  -0.0280
C: 3.665 -2.676 -0.393  -0.0687
H: -2.551 4.118 0.258  0.0956
H: 2.201 0.160 -4.933  0.0833
C: -5.568 -1.649 0.375  -0.0593
C: 1.743 -1.870 -2.701  -0.1236
C: 0.518 -3.817 5.787  -0.0482
H: 0.625 1.535 -7.150  0.1212
H: 6.399 -2.205 1.549  0.1284
H: 0.279 0.341 3.292  0.0705
H: -6.067 -2.348 -0.284  0.1215
H: 2.449 5.283 -5.076  0.0946
H: 2.391 -3.815 2.436  0.0881
H: 2.440 -4.164 6.681  0.1199
C: 1.137 0.662 -6.739  -0.2535
P: -1.824 -1.183 1.977  1.0723
C: -1.619 -0.595 3.670  -0.3776
C: 0.341 1.117 -4.385  -0.3118
C: -2.858 -0.414 -1.789  -0.4427
H: 2.366 -0.979 2.246  0.0988
C: -2.407 -0.475 5.942  -0.0281
C: -1.281 0.264 6.291  -0.0261
C: 2.454 3.892 -1.861  -0.2810
C: 5.369 -2.143 1.225  -0.0236
C: -5.247 2.804 -1.194  0.0108
H: -0.403 -4.035 0.193  0.0772
C: -0.318 0.562 5.339  -0.0478
Ge: 0.845 1.870 -2.683  1.1877
H: 3.644 3.049 4.490  0.1112
N: -3.451 -1.213 -2.676  0.2410
C: 0.313 -3.610 0.893  -0.2130
C: -0.197 -3.637 4.612  -0.0271
H: -0.875 2.931 1.832  0.1020
H: 1.779 4.018 -1.008  0.0946
H: 5.720 -3.238 -0.586  0.1272
N: 0.583 1.610 1.116  -0.0214
C: 2.898 4.771 -4.227  -0.0685
H: -7.338 -0.492 0.741  0.1257
C: 1.838 -3.807 3.363  -0.0402
C: -5.640 0.285 1.805  -0.0507
H: -0.809 -4.462 -3.988  0.1262
N: -2.077 1.516 0.161  0.0985
C: -2.579 -0.904 4.637  -0.0910
H: 1.520 5.598 -2.802  0.1287
H: 3.813 1.630 2.050  0.1393
H: -3.799 3.637 1.450  0.1128
C: 0.849 -2.455 -1.797  -0.3985
H: -0.015 -3.835 6.729  0.1205
H: -2.989 -2.042 -3.014  0.1324
H: -2.174 -3.512 1.317  0.0928
H: 3.095 1.092 -7.579  0.0851
H: 3.261 2.233 -3.051  0.0797
H: -3.153 -0.714 6.688  0.1278
C: -4.224 -1.822 0.682  -0.1079
C: 2.781 1.955 2.019  0.0267
H: 2.796 -0.629 -7.298  0.0741
C: 0.459 -3.624 3.384  -0.1987
H: 2.226 0.470 0.592  0.0608
H: -0.189 0.171 -4.244  0.0653
H: 0.422 -0.166 -6.736  0.1125
H: -4.389 -1.055 -3.009  0.1432
H: -1.231 -1.454 -1.781  0.0342
C: 3.273 3.740 3.730  0.0039
C: 0.880 -3.238 -4.487  -0.0206
C: 3.104 -1.440 1.599  -0.1603
H: -1.270 -3.539 4.690  0.0984
C: -1.632 -3.044 2.139  -0.2395
H: 4.713 -1.072 2.966  0.1238
H: -4.188 4.722 0.114  0.1096
H: -3.465 -1.473 4.375  0.1230
H: 2.527 -1.885 -4.697  0.1143
H: -5.087 2.791 -2.274  0.1114
C: -4.301 0.108 2.119  -0.0999
H: -1.945 2.302 0.768  0.0160
C: -0.083 -3.745 -3.627  -0.0376
C: 1.003 3.380 2.677  0.0334
C: -3.601 3.855 0.398  0.0082
C: 1.892 -3.997 5.764  -0.0566
H: -2.163 -3.264 3.062  0.0991
C: -3.186 1.663 -0.532  -0.3753
H: 2.448 -1.120 -2.357  0.1077
H: 2.157 1.884 -5.302  0.0977
H: 2.031 0.196 -8.652  0.0887


The records above give, respectively, energy above the lowest of the compared OMol25 structures with the same formula, charge and spin values of 31.7; 0.6; 14.0 kcal per mole.